No. 1
Formula: C25H53ClIrOP2Si2
Source: the OMol25 dataset
Level of theory: wB97M-V/def2-TZVPD

XYZ file:
```
85
C25H53ClIrOP2Si2 | the OMol25 dataset | wB97M-V/def2-TZVPD
Ir 0.31958 -0.34313 0.05432
C -0.82568 0.31330 2.21442
C -1.76694 1.44931 1.95478
C -2.84860 0.92268 1.23787
Si -1.12231 3.19716 2.15419
C -2.58521 -0.39095 0.81504
C -1.29040 -0.83486 1.28010
Si -0.94011 -2.68927 1.69411
H -0.86344 -0.01169 3.56594
H -3.75595 1.49210 1.02986
H -3.26074 -1.03521 0.25518
Cl 2.96170 0.24037 -4.15483
C -0.38379 -2.93377 3.45410
C -2.52146 -3.63789 1.40079
C -0.57791 3.57087 3.89637
C -2.46333 4.36636 1.59337
H -3.36681 -3.10422 1.85732
H -2.42024 -4.61241 1.89974
H -2.73633 -3.80417 0.33801
H 0.54509 -2.39294 3.66477
H -0.20258 -4.00925 3.59795
H -1.15010 -2.60937 4.16654
H -3.41394 4.07636 2.06093
H -2.59910 4.39058 0.50522
H -2.19948 5.37340 1.94207
H -1.23298 3.08086 4.62872
H -0.63105 4.65825 4.05017
H 0.45669 3.24708 4.07195
C 0.45317 -3.29028 0.56815
C 0.39694 3.16920 0.99976
P 0.59302 -2.25250 -0.95140
H 0.29335 -4.34877 0.32131
H 1.39968 -3.21744 1.12930
P 0.42062 2.01197 -0.44906
H 1.27157 2.90200 1.62144
H 0.54501 4.20238 0.64671
C 2.06822 2.50925 -1.17401
C -1.08254 2.60951 -1.38389
C -0.85107 -2.89538 -1.96595
C 2.27114 -2.77562 -1.58819
C 3.38104 -2.05621 -0.79875
H 2.31154 -2.43550 -2.63242
C 2.48307 -4.29051 -1.57131
H 2.40095 -4.69400 -0.55594
H 3.49869 -4.49792 -1.93468
H 1.78759 -4.82671 -2.22497
H 3.81990 -1.23950 -1.38691
H 4.18816 -2.76200 -0.56806
H 3.02135 -1.63775 0.15287
H -1.71450 -2.63650 -1.32453
C -0.84685 -4.41171 -2.18376
C -1.03095 -2.18907 -3.30833
H -0.69488 -4.99919 -1.27226
H -0.09426 -4.70835 -2.92476
H -1.82703 -4.69976 -2.59006
H -1.10656 -1.09991 -3.21439
H -1.97093 -2.53805 -3.76280
H -0.22299 -2.43704 -4.01053
H -1.85633 2.56860 -0.59456
C -1.50901 1.64419 -2.48760
C -0.99489 4.04961 -1.89349
H -0.77057 4.77988 -1.10540
H -1.97118 4.32369 -2.31795
H -0.25254 4.14898 -2.69626
H -1.55739 0.60997 -2.11750
H -0.84087 1.70188 -3.35939
H -2.51703 1.92225 -2.83088
C 3.16731 1.78532 -0.38109
C 2.35178 4.00785 -1.25372
H 2.05193 2.11627 -2.19910
H 2.51153 4.43757 -0.25642
H 1.56325 4.57187 -1.76464
H 3.27895 4.14927 -1.82838
H 2.82025 0.83524 0.06182
H 3.52816 2.42089 0.44053
H 4.01322 1.56274 -1.04760
C 1.64573 -0.03800 -2.95710
H 2.05878 -0.06008 -1.93578
H 0.89637 0.74944 -3.08127
H 1.18253 -0.98582 -3.24506
C -0.88613 -0.06817 4.75174
O 0.47725 0.56275 1.90027
H -1.86884 -0.42867 5.07717
H -0.71332 0.94117 5.13997
H -0.09596 -0.74296 5.09007
```

The spin multiplicity is 6. The total charge is 0. As for the gap between HOMO and LUMO (alpha / beta): 4.625 / 7.365 eV. The LUMO energy (alpha / beta) comes out at 0.6 / -0.8 eV. The HOMO energy (alpha / beta) comes out at -4.066 / -8.173 eV. For the total energy, the calculation gives -78521.88189 eV.



No. 2
Formula: C9H24O4P
Source: the OMol25 dataset
Level of theory: wB97M-V/def2-TZVPD

XYZ file:
```
38
C9H24O4P | the OMol25 dataset | wB97M-V/def2-TZVPD
C -3.31437 -2.14149 2.74717
C -2.64679 -1.36294 1.62948
O -2.12725 -0.17096 2.17695
C -1.60621 0.74397 1.23183
C -0.76928 0.20898 0.06786
C 0.46874 -0.66363 0.39045
C 0.32944 -2.13294 -0.13295
O 0.71137 -3.00919 0.86629
P 1.49245 -2.23339 2.26341
O 0.71699 -0.71934 1.74953
H -3.80690 -1.44295 3.42638
H -2.58757 -2.71932 3.31689
H -4.07112 -2.82304 2.35239
H -1.83260 -1.95232 1.19717
H -3.36643 -1.13217 0.82635
H -2.44568 1.30382 0.78134
H -1.01444 1.44209 1.82396
H -1.41689 -0.33108 -0.63166
H -0.44718 1.10040 -0.47840
H 1.32628 -0.20480 -0.13824
H 0.95031 -2.25859 -1.03745
H -0.71164 -2.32474 -0.43697
H 2.10483 -3.48872 2.61360
H 2.62712 -1.89181 1.40441
H 2.09650 -1.55500 3.38329
H 0.31105 -2.54413 3.04376
C 1.62901 3.97119 -2.53605
C 1.33810 2.48254 -2.44386
C 2.26114 1.65427 -3.32093
O -0.02845 2.20887 -2.74148
H 1.49686 4.31995 -3.56553
H 0.95227 4.53108 -1.89113
H 2.65620 4.18735 -2.23755
H 1.44944 2.15579 -1.40711
H 2.14366 1.94048 -4.37155
H 2.02660 0.59552 -3.21802
H 3.30544 1.80782 -3.04433
H -0.20100 2.44841 -3.65931
```

The total charge is -1. As for the gap between HOMO and LUMO: 6.430 eV. The LUMO energy comes out at 2.7 eV. The HOMO energy comes out at -3.735 eV. For the total energy, the calculation gives -27199.67701 eV.



No. 3
Formula: C28H28BrN4O4ReSe
Source: the OMol25 dataset
Level of theory: wB97M-V/def2-TZVPD

XYZ file:
```
67
C28H28BrN4O4ReSe | the OMol25 dataset | wB97M-V/def2-TZVPD
Re -1.51446 0.33640 0.29585
O 1.87629 1.54948 5.40954
C 1.22220 1.36516 4.27639
C 1.82952 1.05172 3.05728
C 1.03722 0.87847 1.95436
N -0.31261 0.99857 1.96836
C -0.87639 1.28736 3.16527
Br -2.74166 1.42287 3.20532
C -0.16964 1.48537 4.32291
H 2.83425 1.46885 5.30182
H 2.89986 0.93267 2.97107
H 1.48369 0.62233 1.00598
H -0.66547 1.72338 5.25126
C -5.16709 3.42861 -1.24431
N -3.95905 3.39817 -2.06789
C -3.93344 3.68165 -3.41105
C -2.64833 3.56298 -3.81835
N -1.90484 3.21437 -2.71558
C -0.46247 3.01895 -2.71585
C -2.71130 3.11467 -1.65574
Se -2.33720 2.75153 0.16563
H -5.95918 3.86720 -1.84427
H -4.99825 4.04117 -0.36263
H -5.44006 2.41651 -0.95310
H -4.82221 3.94750 -3.95256
H -2.20011 3.70212 -4.78415
H -0.05111 3.52014 -3.58739
H -0.23080 1.95528 -2.76382
H -0.04790 3.45968 -1.81133
O -5.01071 -0.75633 -1.71196
C -3.95567 -0.48371 -1.33177
N -2.83719 -0.18419 -0.99161
C 3.96008 -3.74446 -0.10960
C 2.64660 -3.33784 0.48517
C 1.45575 -3.50134 -0.22107
C 0.23469 -3.14103 0.31780
C -1.02811 -3.42717 -0.45498
C 0.20743 -2.60647 1.61524
C 1.37575 -2.50683 2.38401
C 1.37841 -2.10517 3.83353
C 2.58093 -2.85060 1.78553
C -1.05072 -2.11219 2.19747
O -1.55201 -2.31206 3.25071
O -1.71691 -1.17027 1.35478
H 3.87672 -3.91760 -1.18054
H 4.31251 -4.66833 0.35031
H 4.72213 -2.98589 0.06040
H 1.48190 -3.95509 -1.20292
H -0.83955 -4.19781 -1.19993
H -1.41560 -2.54967 -0.97855
H -1.82418 -3.78938 0.19550
H 0.55815 -1.44045 4.10370
H 2.32699 -1.63862 4.09473
H 1.27166 -2.99338 4.45795
H 3.49038 -2.76838 2.36661
C -0.16185 0.32997 -0.76010
C 0.99380 0.20997 -1.59034
C 1.93458 1.25048 -1.62686
C 3.07552 1.10368 -2.39326
C 3.26864 -0.05975 -3.12989
C 2.32969 -1.08257 -3.10843
C 1.19061 -0.96021 -2.33175
H 1.77037 2.15083 -1.04956
H 3.81163 1.89411 -2.42509
H 4.16347 -0.16951 -3.72636
H 2.48885 -1.97691 -3.69367
H 0.45582 -1.74897 -2.29823
```

The total charge is +2. As for the gap between HOMO and LUMO: 5.886 eV. The LUMO energy comes out at -8.1 eV. The HOMO energy comes out at -13.956 eV. For the total energy, the calculation gives -181146.25876 eV.



No. 4
Formula: C4H11NOS
Source: the OMol25 dataset
Level of theory: wB97M-V/def2-TZVPD

XYZ file:
```
18
C4H11NOS | the OMol25 dataset | wB97M-V/def2-TZVPD
O 0.77473 -0.26976 -3.13418
C 0.19672 0.33028 -1.99668
N -0.17866 -0.57797 -0.98945
C 0.88718 -1.14945 -0.17740
C 0.93070 -0.53347 1.22046
C -0.49681 -0.46302 1.87270
S -1.16122 1.21422 1.87820
H 1.68054 0.02504 -3.24345
H 0.86475 1.06115 -1.55039
H -0.71040 0.87212 -2.27249
H -0.75729 -1.27132 -1.44894
H 0.76865 -2.23212 -0.08977
H 1.83230 -0.98690 -0.70211
H 1.15401 0.53067 1.14645
H 1.64830 -1.09191 1.82066
H -0.53030 -0.92282 2.85554
H -1.11810 -1.14575 1.29822
H -1.77381 1.10560 0.69297
```

The total charge is 0. As for the gap between HOMO and LUMO: 9.607 eV. The SMILES is OCNCCCS. The LUMO energy comes out at 0.8 eV. The HOMO energy comes out at -8.762 eV. For the total energy, the calculation gives -18698.51211 eV.



No. 5
Formula: C6H16O
Source: the OMol25 dataset
Level of theory: wB97M-V/def2-TZVPD

XYZ file:
```
23
C6H16O | the OMol25 dataset | wB97M-V/def2-TZVPD
C -1.18811 -1.64940 2.56569
C -0.25862 -1.21768 1.51632
C -0.82477 -0.55714 0.27929
C 0.47882 0.25879 -0.46362
C 1.75444 -0.62363 -0.30547
C -0.06323 0.18671 -1.91714
H -0.74276 -2.37306 3.24241
H -1.53979 -0.65695 3.13180
H -2.14883 -2.13904 2.27542
H 0.39706 -2.08593 1.37172
H 0.37873 -0.46269 2.07099
H -1.60031 0.16319 0.53991
H -1.05287 -1.35360 -0.53481
H 0.65760 1.19857 -0.10178
H 2.34623 -0.48871 0.58387
H 2.41622 -0.34597 -1.18487
H 1.53183 -1.70544 -0.40091
H 0.73436 -0.13165 -2.72941
H -0.85242 -0.51560 -2.21911
H -0.47835 1.10520 -2.28118
O 0.00804 4.03232 -1.83688
H 0.71046 4.68007 -1.61213
H -0.66373 4.68164 -1.99010
```

The total charge is 0. As for the gap between HOMO and LUMO: 10.510 eV. The SMILES is CCCC(C)C.O. The LUMO energy comes out at 0.8 eV. The HOMO energy comes out at -9.752 eV. For the total energy, the calculation gives -8527.18609 eV.



No. 6
Formula: C2H6NO2
Source: the OMol25 dataset
Level of theory: wB97M-V/def2-TZVPD

XYZ file:
```
11
C2H6NO2 | the OMol25 dataset | wB97M-V/def2-TZVPD
C -0.84296 -0.75436 -1.85194
N -1.38445 -0.22293 -0.84468
H 0.18567 -1.09012 -1.83765
H -1.43776 -0.94674 -2.71265
H -2.27762 0.22742 -0.86845
H -0.93873 -0.08388 0.06330
O 1.05358 0.48375 0.09344
C 1.47821 0.52970 1.22291
O 0.60101 0.64006 2.22314
H 2.53405 0.39246 1.43662
H 1.02902 0.82463 3.07597
```

The total charge is +1. As for the gap between HOMO and LUMO: 10.109 eV. The LUMO energy comes out at -5.1 eV. The HOMO energy comes out at -15.258 eV. For the total energy, the calculation gives -7749.02477 eV.



No. 7
Formula: CHBrS
Source: the OMol25 dataset
Level of theory: wB97M-V/def2-TZVPD

XYZ file:
```
4
CHBrS | the OMol25 dataset | wB97M-V/def2-TZVPD
C 0.46641 -0.32794 0.10634
S 4.23098 -0.61663 -0.01337
Br 2.19986 0.40146 -0.01451
H -0.07528 0.63774 -0.11008
```

The total charge is 0. As for the gap between HOMO and LUMO (alpha / beta): 6.987 / 6.986 eV. The LUMO energy (alpha / beta) comes out at -2.1 / -2.1 eV. The HOMO energy (alpha / beta) comes out at -9.099 / -9.099 eV. For the total energy, the calculation gives -81924.60439 eV.



No. 8
Formula: C30H38BrF12N4O9P
Source: the OMol25 dataset
Level of theory: wB97M-V/def2-TZVPD

XYZ file:
```
95
C30H38BrF12N4O9P | the OMol25 dataset | wB97M-V/def2-TZVPD
C -0.40791 -7.30718 1.78131
C 0.23434 -6.68618 3.04757
N -0.60062 -5.63486 3.65624
C -0.68148 -4.45534 2.84228
N 0.19782 -4.29941 1.89480
C 0.02957 -3.11521 1.22710
C 0.94819 -2.79867 0.19260
C 2.02910 -3.82812 -0.12707
C 3.40925 -3.51896 0.44775
O 4.20322 -4.42397 0.58904
O 3.75758 -2.22525 0.76126
C 0.88234 -1.62191 -0.49938
C 1.89198 -1.27331 -1.57662
C 1.31338 -1.21453 -3.01732
C 0.37369 -2.39251 -3.33135
N 0.20318 -2.44592 -4.79032
C -0.15789 -0.68746 -0.19558
C -1.03680 -0.98819 0.79187
P -2.37249 0.23197 1.24696
O -3.49241 0.14021 0.01024
Br -1.38959 2.25873 1.16421
C -0.95977 -2.19284 1.51566
N -1.89150 -2.41472 2.49503
C -1.74489 -3.52903 3.14508
C -2.73746 -3.81343 4.26767
C -3.53156 -5.12216 4.11501
C -4.23489 -5.26330 2.78514
F -3.40566 -5.50691 1.75741
F -5.05371 -4.24631 2.49904
F -5.03578 -6.36492 2.85780
H -1.28977 -6.75486 1.45094
H -0.76650 -8.31314 2.03447
H 0.33441 -7.44879 0.99205
H 1.27989 -6.39881 2.88445
H 0.27093 -7.50142 3.78241
H -0.09315 -5.34230 4.49197
H 2.15565 -3.82572 -1.21696
H 1.70818 -4.83779 0.12331
H 4.51358 -2.00194 0.20224
H 2.26766 -0.26422 -1.34509
H 2.76917 -1.91616 -1.58497
H 2.17110 -1.32070 -3.69656
H 0.88316 -0.23883 -3.24235
H -0.57245 -2.23568 -2.79192
H 0.88880 -3.30030 -2.99452
H -0.19100 -1.56848 -5.10696
H -0.39163 -3.22508 -5.04234
H -0.19551 0.23856 -0.76191
H -3.54179 -0.80495 -0.20207
H -2.19982 -3.73871 5.22030
H -3.46202 -2.99178 4.26121
H -2.95554 -6.02244 4.32710
H -4.32567 -5.10156 4.87348
C -7.07967 0.05467 3.52984
C -5.97958 1.08406 3.38130
O -5.93637 1.95762 4.52563
C -5.29094 1.49242 5.58715
O -4.75617 0.42687 5.67035
C -5.28877 2.54948 6.69948
F -6.49427 3.11185 6.85507
F -4.42099 3.53266 6.42100
F -4.93902 2.02530 7.87262
H -8.03782 0.54295 3.71388
H -7.15838 -0.55235 2.62831
H -6.88746 -0.60553 4.37603
H -6.18031 1.71612 2.51826
H -5.00863 0.61468 3.22066
C 2.04495 6.09551 -2.11435
C 1.67980 4.82016 -1.38562
O 0.65656 4.09450 -2.09425
C 1.05398 3.33596 -3.09950
O 2.17986 3.18881 -3.47454
C -0.16511 2.62254 -3.70142
F -1.19886 3.45321 -3.86095
F -0.57909 1.62301 -2.90364
F 0.11144 2.09518 -4.89338
H 1.15418 6.70148 -2.29039
H 2.75617 6.67342 -1.53361
H 2.48212 5.87792 -3.08411
H 1.26235 5.05575 -0.40824
H 2.55175 4.18714 -1.22166
C 8.25751 6.72435 -4.98594
C 6.99400 6.38024 -5.74502
O 5.82332 6.69421 -4.96829
C 5.43139 7.96220 -4.99147
O 5.96178 8.84819 -5.59124
C 4.15244 8.12456 -4.16056
F 4.23290 7.47886 -2.98547
F 3.08898 7.63362 -4.81463
F 3.89282 9.40107 -3.89232
H 8.26386 6.23236 -4.01244
H 9.13722 6.41064 -5.54700
H 8.32694 7.79717 -4.80547
H 6.95265 5.30931 -5.93461
H 6.95555 6.88261 -6.71118
```

The total charge is 0. As for the gap between HOMO and LUMO: 7.975 eV. The SMILES is CCNc1nc2c(CC(=O)O)c(CCCN)cc(P(O)Br)c2nc1CCC(F)(F)F.CCOC(=O)C(F)(F)F.CCOC(=O)C(F)(F)F.CCOC(=O)C(F)(F)F. The LUMO energy comes out at -0.4 eV. The HOMO energy comes out at -8.421 eV. For the total energy, the calculation gives -168058.49767 eV.